No. 1
DFT (ωB97M-V with the def2-TZVPD basis set) results for one molecule with the formula C6H12N2.

As for the SMILES: [H]/N=C(/C)[C@H](C)C(=C)N. For the gap between HOMO and LUMO, the calculation gives 9.27 eV. The HOMO energy is -8.4 eV.

Geometry (Å):
C 0.568 -0.071 -0.060
C 1.009 0.968 -1.074
C 1.296 1.348 1.795
C -0.030 0.341 1.176
C -0.803 -0.994 -0.792
N -1.738 -0.240 -1.484
C -0.825 -2.327 -0.740
N -0.926 0.059 1.973
H 1.300 -0.861 0.102
H -2.515 -0.749 -1.888
H -1.991 0.638 -1.058
H -1.599 -0.639 1.660
H 0.326 1.815 -1.092
H 2.017 1.318 -0.858
H 0.999 0.520 -2.066
H 1.079 2.355 1.445
H 1.173 1.262 2.870
H 2.314 1.058 1.549
H -0.082 -2.886 -0.193
H -1.570 -2.915 -1.265

***

No. 2
DFT (ωB97M-V with the def2-TZVPD basis set) results for a 2-piece molecular cluster, C6H12N2 overall.

As for the SMILES: [H]/N=C(/C)N=C.C=CC. For the gap between HOMO and LUMO, the calculation gives 10.07 eV. The HOMO energy is -9.2 eV.

Geometry (Å):
C 2.125 -0.361 -0.761
C 1.717 -0.932 0.563
C -0.531 -1.432 1.137
N 0.431 -0.660 0.950
N 2.587 -1.481 1.297
H 2.240 -1.823 2.190
H 3.184 -0.551 -0.911
H 1.553 -0.820 -1.564
H 1.936 0.710 -0.771
H -1.443 -1.026 1.554
H -0.527 -2.498 0.886
C -1.547 0.590 -1.452
C -1.044 1.531 -0.410
C -1.675 1.817 0.711
H -0.098 2.006 -0.632
H -2.517 0.188 -1.179
H -0.852 -0.240 -1.586
H -1.637 1.104 -2.411
H -2.628 1.369 0.956
H -1.276 2.508 1.432

***

No. 3
DFT (ωB97M-V with the def2-TZVPD basis set) results for a 2-piece molecular cluster, C6H12N2 overall.

As for the SMILES: Cc1c[nH]cn1.CC. For the gap between HOMO and LUMO, the calculation gives 9.56 eV. The HOMO energy is -8.7 eV.

Geometry (Å):
C -1.840 -0.041 -0.032
C -2.992 0.690 -0.791
H -2.232 -0.729 0.713
H -1.198 -0.437 -0.823
H -1.199 0.622 0.558
H -3.541 -0.090 -1.313
H -3.610 1.194 -0.049
H -2.496 1.470 -1.367
C 1.343 1.652 -0.018
C 1.418 0.169 0.157
C 1.821 -0.569 1.246
C 1.492 -1.879 -0.494
N 1.292 -0.665 -0.931
N 1.948 -1.869 0.810
H 1.835 2.093 0.854
H 0.310 1.995 -0.199
H 2.068 -0.161 2.205
H 1.668 -2.769 -1.080
H 1.970 -2.702 1.372
H 1.945 2.028 -0.820

***

No. 4
DFT (ωB97M-V with the def2-TZVPD basis set) results for one molecule with the formula C6H12N2.

As for the SMILES: N[C@]12CCC[C@]1(N)C2. For the gap between HOMO and LUMO, the calculation gives 9.23 eV. The HOMO energy is -8.3 eV.

Geometry (Å):
C 0.016 -0.696 -0.643
C 0.203 -1.510 0.710
C -0.740 -0.321 1.434
C -0.609 1.067 0.806
C 0.377 0.620 -0.237
C 0.584 0.385 -1.686
H -2.233 -0.371 -0.225
H -1.489 -0.266 -1.975
H 1.149 -1.731 1.215
H -0.392 -2.488 0.565
H -1.736 -0.555 1.633
H -0.416 -0.423 2.464
H -1.587 1.350 0.449
H -0.141 1.900 1.615
H 2.646 0.640 -0.070
H 1.648 2.031 0.430
H -0.141 0.650 -2.456
H 1.661 0.088 -2.037
N -1.461 -0.730 -0.961
N 1.755 1.002 0.402

***

No. 5
DFT (ωB97M-V with the def2-TZVPD basis set) results for one molecule with the formula C6H12N2.

As for the SMILES: C1=C\CNCCNC/1. For the gap between HOMO and LUMO, the calculation gives 9.22 eV. The HOMO energy is -8.3 eV.

Geometry (Å):
C 1.821 0.449 0.003
C 0.611 0.509 -0.463
C -1.394 0.299 -1.689
C -1.629 -0.356 -0.230
C -1.229 -0.534 1.020
C 0.184 -0.686 1.922
H 2.134 1.677 -0.052
H 2.462 -0.148 -0.564
H -0.129 1.199 0.049
H 0.249 -0.435 -0.325
H 0.183 1.590 -2.098
H -1.827 -0.376 -2.259
H -2.047 1.361 -1.639
H -2.791 -0.558 -0.214
H -2.072 -0.634 1.678
H 0.154 -1.691 2.577
H -0.058 0.210 2.407
H 2.329 -0.421 1.827
N 0.067 0.507 -1.759
N 1.537 -0.488 1.077

***

No. 6
DFT (ωB97M-V with the def2-TZVPD basis set) results for one molecule with the formula C6H12N2.

As for the SMILES: C1C[C@H]2CNC[C@@H]1N2. For the gap between HOMO and LUMO, the calculation gives 9.94 eV. The HOMO energy is -8.9 eV.

Geometry (Å):
C -1.624 0.587 -0.379
C -1.569 -1.016 -0.195
C -0.012 -1.037 0.201
C 1.452 -1.273 -0.151
C 1.028 1.218 -0.341
C -0.312 1.066 0.495
H -1.532 0.913 -1.466
H -2.517 1.025 0.023
H -2.299 -1.326 0.501
H -1.861 -1.546 -1.112
H 0.022 -0.341 -0.615
H 2.034 -1.838 0.603
H 1.564 -1.761 -1.080
H 2.394 0.240 0.834
H 1.610 2.106 -0.088
H 0.833 1.262 -1.405
H -0.413 2.000 1.016
H -0.794 -0.277 1.930
N 2.025 0.108 -0.117
N -0.029 -0.110 1.349

***

Per-record E, hartree: -345.23070, -345.25872, -345.30902, -345.09747, -344.98958, -345.16874
Per-record relative energy (zero: lowest compared OMol25 entry of this formula, charge and spin), kJ/mol: 255.10, 181.54, 49.47, 604.90, 888.16, 417.77